*w*
Computed, not measured: a single C2H5N3 molecule, with ωB97M-V/def2-TZVPD.

HOMO (eV): -7.715
SMILES: N=C=CNN
HOMO-LUMO gap (eV): 8.50

Element x y z (Å)
N: 1.9514 0.2400 0.0358
C: -0.2242 -0.5368 0.4512
C: -1.4511 -0.1396 0.1705
N: 0.7571 -0.2649 -0.5142
N: -2.6148 0.2451 0.2648
H: 1.8990 1.2215 0.3087
H: 2.7088 0.1000 -0.6234
H: -3.3283 -0.2481 -0.2706
H: 0.0977 -0.9644 1.3876
H: 0.2043 0.3471 -1.2104

*x*
Computed, not measured: a 2-piece molecular cluster, C2H5N3 overall, with ωB97M-V/def2-TZVPD.

HOMO (alpha / beta) (eV): -7.399 / -7.400
HOMO-LUMO gap (alpha / beta) (eV): 5.81 / 5.81

Element x y z (Å)
C: -1.8567 2.3007 -0.6466
C: -0.8564 1.6791 -0.4055
N: 1.0786 -0.8952 -0.8363
N: 0.9286 -0.3817 1.3358
N: 1.4394 -0.0994 0.1519
H: -2.7893 2.7506 -0.8866
H: 1.3646 -0.5542 -1.7414
H: 0.1797 -1.3747 -0.7902
H: 0.0317 -0.8650 1.3905
H: 1.0669 0.3592 2.0067

*y*
Computed, not measured: a single C2H5N3 molecule, with ωB97M-V/def2-TZVPD.

HOMO (eV): -9.039
SMILES: [H]/N=C(C)\N=N\[H]
HOMO-LUMO gap (eV): 9.69

Element x y z (Å)
C: 0.3827 0.3712 0.1451
C: 0.7486 -1.0621 -0.4098
N: -2.0498 0.7598 -0.1451
N: 1.4002 1.1387 0.3804
N: -1.1932 0.2292 0.5665
H: -2.9247 0.5456 0.2565
H: 1.5314 -1.4689 0.0309
H: 0.8768 -0.8715 -1.5189
H: -0.0223 -1.7011 -0.1848
H: 1.2504 2.0591 0.8791

*z*
Computed, not measured: a 2-piece molecular cluster, C2H5N3 overall, with ωB97M-V/def2-TZVPD.

HOMO (eV): -8.494
HOMO-LUMO gap (eV): 9.20

Element x y z (Å)
C: 2.9514 -0.0158 -0.1254
C: -0.7647 0.2900 -0.3629
N: 4.0530 0.3002 -0.0122
N: -0.6044 -0.8400 0.2674
N: -1.8505 0.9875 -0.0796
H: 1.8893 -0.2934 -0.2429
H: 0.3142 -1.4584 0.2627
H: -1.3255 -1.2184 0.8282
H: -2.6875 0.4146 0.1746
H: -1.9753 1.8336 -0.7099

Preferred: *z*; penalty for the next structure: 13.5 kcal/mol.